# 1
12
Properties=species:S:1:pos:R:3 method="wB97M-V/def2-TZVPD" charge=+3 s_squared=12.04 multiplicity=7 gap_ha="0.3001 / 0.2612" fmax_ha_per_bohr=0.0930
Fe 0.0379 1.5386 1.2425
O 1.6616 0.5238 1.0214
O -1.4226 0.1326 -1.7851
C -1.5561 0.2390 0.5545
C 0.9677 -1.1261 -0.6370
C -0.9731 -0.1992 -0.6166
C 1.6853 -0.4025 0.1317
Li 3.1780 0.4104 2.1714
H -0.7286 0.2373 -2.4545
H -2.4819 0.8216 0.4689
H 1.0780 -1.7470 -1.5156
H -1.4463 -0.4284 1.4184

***

# 2
40
Properties=species:S:1:pos:R:3 method="wB97M-V/def2-TZVPD" charge=0 multiplicity=1 gap_ha=0.2963 fmax_ha_per_bohr=0.0137
O -2.3567 -2.9146 0.0262
N -1.1158 2.4369 -0.1405
N 0.7366 0.6180 -0.7206
N 3.9295 -0.3512 2.6756
C 1.6556 -0.2509 -2.8228
C -0.4997 0.1558 -0.4104
C -1.9905 3.3574 0.1716
C 3.3514 0.7080 0.5622
C -2.1592 -1.5641 0.0314
C -2.7769 0.7371 0.3345
C 3.1458 0.5326 -0.9418
C -3.6893 1.7603 0.6671
C -0.8671 -1.1721 -0.3648
C -3.2983 3.0704 0.5886
C 1.8152 -0.1380 -1.3019
C -1.4788 1.1461 -0.0628
C -3.6195 -3.4061 0.3982
C -3.1063 -0.6301 0.3810
C 3.4543 -0.6122 1.3241
H 1.6794 0.7370 -3.2777
H 0.7689 1.6242 -0.8220
H 2.4804 -1.1281 1.3063
H 0.7038 -0.7187 -3.0627
H 3.9613 -0.0643 -1.3538
H -4.6902 1.4942 0.9797
H 3.9987 -1.2169 3.1996
H 2.5280 1.2933 0.9759
H 2.4568 -0.8500 -3.2475
H -4.4054 -3.0440 -0.2729
H 4.1914 -1.2603 0.8399
H 3.1788 1.5161 -1.4168
H 3.2718 0.2502 3.1617
H -1.6486 4.3816 0.0899
H -3.5507 -4.4901 0.3197
H -3.8698 -3.1333 1.4288
H -4.1022 -0.9069 0.6881
H 4.2766 1.2608 0.7334
H -3.9748 3.8743 0.8364
H 1.7959 -1.1434 -0.8714
H -0.1804 -1.9591 -0.6296

***

# 3
58
Properties=species:S:1:pos:R:3 method="wB97M-V/def2-TZVPD" charge=0 multiplicity=1 gap_ha=0.2996 fmax_ha_per_bohr=0.0234
S -5.8164 0.2861 -1.1177
O -6.5456 -0.4968 -2.0703
O -5.5231 1.6544 -1.4502
O -0.6076 -3.8093 0.0966
N 5.4662 0.0918 -2.0337
N 0.2741 -1.8777 0.8690
N -6.6039 0.1382 0.3705
C -0.6993 -2.6133 0.2918
C 5.6698 0.4857 0.1628
C 1.5911 -2.4101 1.1615
C 3.4545 -1.3963 -1.9713
C 6.2345 1.0493 1.4247
C 7.6504 1.5660 1.1599
C -3.0767 0.1153 -0.8568
C 4.5451 -0.3683 -0.0337
C 7.6880 2.4298 -0.1009
C -3.1624 -2.5050 0.0505
C -1.9397 -1.8456 -0.0577
C 2.6322 -1.7658 0.2827
C -4.2812 -0.5449 -0.7152
C -4.3377 -1.8528 -0.2720
C -1.8993 -0.5360 -0.5273
C -8.0474 0.2652 0.2774
C 3.6159 -0.9611 0.8198
C -7.1326 2.3570 1.0991
C 7.3915 1.5858 -1.3439
C 4.4510 -0.5952 -1.4308
C -8.3277 1.7738 0.3246
C 2.5553 -1.9737 -1.1026
C 6.1972 0.7418 -1.0699
C -6.1831 1.1618 1.3076
H 8.3255 0.7174 1.0302
H 7.2211 2.2286 -2.2121
H -7.4334 2.7861 2.0537
H 7.9987 2.1457 2.0166
H -8.4865 -0.2493 1.1373
H 8.2522 0.9470 -1.5719
H 5.6557 0.1108 -3.0211
H -8.3805 -0.2122 -0.6420
H 6.9381 3.2188 -0.0145
H -5.1398 1.4111 1.1180
H -6.2745 0.7524 2.3179
H 1.8232 -2.2438 2.2182
H 1.7696 -2.6082 -1.4852
H 8.6662 2.9032 -0.2023
H -6.6365 3.1248 0.5093
H 0.1484 -0.8853 0.9861
H -3.0809 1.1283 -1.2284
H -0.9549 -0.0298 -0.6683
H 5.6010 1.8701 1.7784
H 3.3896 -1.5651 -3.0361
H 1.5323 -3.4852 0.9709
H -8.3476 2.1714 -0.6891
H -9.2801 1.9903 0.8051
H 6.2492 0.2876 2.2078
H -3.1654 -3.5310 0.3859
H -5.2980 -2.3362 -0.1954
H 3.6743 -0.7977 1.8864

***

Copy entry 2 word for word.
40
Properties=species:S:1:pos:R:3 method="wB97M-V/def2-TZVPD" charge=0 multiplicity=1 gap_ha=0.2963 fmax_ha_per_bohr=0.0137
O -2.3567 -2.9146 0.0262
N -1.1158 2.4369 -0.1405
N 0.7366 0.6180 -0.7206
N 3.9295 -0.3512 2.6756
C 1.6556 -0.2509 -2.8228
C -0.4997 0.1558 -0.4104
C -1.9905 3.3574 0.1716
C 3.3514 0.7080 0.5622
C -2.1592 -1.5641 0.0314
C -2.7769 0.7371 0.3345
C 3.1458 0.5326 -0.9418
C -3.6893 1.7603 0.6671
C -0.8671 -1.1721 -0.3648
C -3.2983 3.0704 0.5886
C 1.8152 -0.1380 -1.3019
C -1.4788 1.1461 -0.0628
C -3.6195 -3.4061 0.3982
C -3.1063 -0.6301 0.3810
C 3.4543 -0.6122 1.3241
H 1.6794 0.7370 -3.2777
H 0.7689 1.6242 -0.8220
H 2.4804 -1.1281 1.3063
H 0.7038 -0.7187 -3.0627
H 3.9613 -0.0643 -1.3538
H -4.6902 1.4942 0.9797
H 3.9987 -1.2169 3.1996
H 2.5280 1.2933 0.9759
H 2.4568 -0.8500 -3.2475
H -4.4054 -3.0440 -0.2729
H 4.1914 -1.2603 0.8399
H 3.1788 1.5161 -1.4168
H 3.2718 0.2502 3.1617
H -1.6486 4.3816 0.0899
H -3.5507 -4.4901 0.3197
H -3.8698 -3.1333 1.4288
H -4.1022 -0.9069 0.6881
H 4.2766 1.2608 0.7334
H -3.9748 3.8743 0.8364
H 1.7959 -1.1434 -0.8714
H -0.1804 -1.9591 -0.6296

***

Look up the charge of the second one. 0

***

Which of these has the highest charge? C4H4FeLiO2